The following is a quantum chemistry calculation of a cluster of 14 separate species, C42H76O42 in total at a distorted geometry, from the OMol25 dataset.

Results
Calculated total energy: -130778.9547 eV
Net charge: 0
Largest force on an atom: 2.6 eV Å⁻¹
Highest occupied orbital energy: -10.15 eV

Last column: Mulliken charge in e.
Element x y z (Å)
C  -4.72865  4.36859  2.24545  0.8744
C  -5.37852  3.10864  2.84205  -0.3225
O  -6.12631  2.55172  1.80181  -0.3449
C  -6.24068  3.44378  0.80691  0.6814
O  -6.87329  3.34295  -0.19818  -0.5520
O  -5.52244  4.54698  1.09467  -0.4075
H  -3.70150  4.11902  1.98420  -0.7715
H  -4.75284  5.25594  2.87488  0.3296
H  -6.02771  3.46228  3.65140  0.2555
H  -4.71248  2.34667  3.24401  0.2092
C  2.96708  3.24027  -1.54862  0.4964
C  2.57098  4.60606  -1.03307  -0.7380
O  1.75526  4.29248  0.09782  -0.2746
C  1.91714  3.00213  0.44963  0.0894
O  1.51107  2.58825  1.48527  -0.5004
O  2.66683  2.35397  -0.48981  0.1637
H  4.02368  3.27093  -1.81235  0.2390
H  2.37978  3.00152  -2.43638  -0.2229
H  2.08083  5.20841  -1.79993  0.3541
H  3.38770  5.27401  -0.75120  0.3161
C  -1.54215  3.15628  -1.74912  0.8035
C  -0.95063  4.54042  -1.79773  1.7395
O  -1.81862  5.23170  -2.64087  -0.4146
C  -2.83350  4.45205  -3.05846  0.3846
O  -3.75893  4.82351  -3.71165  -0.5700
O  -2.79559  3.23736  -2.46170  -0.1874
H  -1.86156  2.90479  -0.73764  -0.3431
H  -0.87921  2.36902  -2.10222  -0.5974
H  0.08208  4.40753  -2.12711  -0.1547
H  -0.91436  4.97247  -0.79822  -0.7735
C  -0.53290  7.05262  2.86986  -0.5646
C  -0.73901  6.71186  1.41108  0.0027
O  -1.44366  5.45239  1.53487  -0.0625
C  -1.45105  5.00822  2.76225  0.6253
O  -1.86859  3.93946  3.14082  -0.4425
O  -0.99952  5.94231  3.62655  -0.3582
H  -1.10503  7.94812  3.12157  0.2673
H  0.47740  7.29819  3.19947  0.3104
H  0.09321  6.46804  0.75317  -0.0336
H  -1.40605  7.42772  0.93506  0.3470
C  -1.37669  0.74829  1.97991  -0.0076
O  -1.33567  0.74930  0.58395  0.7013
C  -0.64457  -0.17251  -0.07481  0.0834
O  0.22528  -0.88742  0.37182  -0.5565
O  -1.01355  -0.10554  -1.33066  0.1661
C  -0.26203  -0.71859  -2.36053  -0.5597
H  -1.51217  -0.24403  2.41528  -0.2248
H  -2.12483  1.41141  2.40986  0.0329
H  -0.43287  1.13152  2.37770  0.1512
H  -0.67037  -0.32862  -3.29292  0.2241
H  -0.18439  -1.80264  -2.42960  0.1211
H  0.73692  -0.27569  -2.35609  0.0503
C  1.05845  -5.92350  -5.26666  -0.6032
O  2.11167  -5.10915  -4.78073  -0.4160
C  1.86011  -4.14301  -3.90721  0.7688
O  0.80481  -3.91894  -3.36904  -0.3821
O  3.01129  -3.51410  -3.68927  -0.4602
C  2.95168  -2.29170  -2.97734  0.2107
H  0.93937  -5.93427  -6.34789  0.2915
H  0.13171  -5.74821  -4.72610  0.1995
H  1.35029  -6.94896  -5.02627  0.2896
H  3.94349  -1.88110  -2.80544  0.3213
H  2.58070  -2.33439  -1.94668  0.0754
H  2.26731  -1.57606  -3.43541  -0.1834
C  -1.94351  -3.46674  -5.30276  -0.0726
O  -1.66853  -3.17395  -6.65307  -0.3433
C  -1.70461  -1.88720  -7.00514  0.7480
O  -1.84014  -0.94486  -6.26958  -0.5443
O  -1.54735  -1.69792  -8.30287  -0.3413
C  -1.47677  -2.75370  -9.26202  -0.6914
H  -3.00836  -3.45218  -5.07391  0.3486
H  -1.40496  -2.73876  -4.69117  -0.0031
H  -1.49122  -4.39535  -4.96140  0.0028
H  -0.77395  -3.54163  -8.99636  0.2684
H  -1.00389  -2.40777  -10.18578  0.2962
H  -2.43656  -3.08930  -9.64952  0.2949
C  -3.83053  -2.32549  2.91685  -0.6548
O  -2.56903  -2.22162  3.54708  0.2664
C  -2.56627  -1.53923  4.76958  0.4991
O  -3.54636  -1.00072  5.18303  -0.5876
O  -1.43423  -1.77000  5.39468  -0.2199
C  -1.03479  -1.04931  6.56664  -0.6785
H  -3.63249  -2.89484  2.01222  -0.0030
H  -4.15062  -1.33041  2.59298  0.2460
H  -4.61500  -2.72593  3.56027  0.3524
H  -1.60658  -0.12522  6.66388  0.3408
H  0.01062  -0.79416  6.43793  0.1049
H  -1.25805  -1.64312  7.45112  0.3197
C  4.28530  0.68933  -4.28565  -0.0730
O  3.37856  0.91842  -5.36915  -0.3979
C  2.09967  1.29106  -5.21111  0.5157
O  1.46212  1.21903  -4.20405  -0.1348
O  1.61424  1.43405  -6.45756  -0.3908
C  0.20835  1.61795  -6.58268  -0.3607
H  3.73412  0.06988  -3.57901  -0.1821
H  4.64163  1.55353  -3.72450  0.2320
H  5.14130  0.15941  -4.69044  0.2672
H  -0.18451  1.86783  -7.56995  0.3016
H  -0.19441  2.42575  -5.96983  0.2177
H  -0.41008  0.73810  -6.38500  0.0881
C  -2.09510  -5.96314  3.49200  -0.5819
O  -0.93636  -5.69392  2.70198  -0.4216
C  -1.15466  -4.91813  1.62261  0.7660
O  -2.23349  -4.67995  1.14874  -0.5594
O  0.05124  -4.76382  1.08498  -0.3330
C  0.07413  -4.23011  -0.24195  0.2856
H  -2.27670  -5.14779  4.19351  0.1329
H  -1.95381  -6.85552  4.09798  0.2870
H  -2.94819  -6.10362  2.83128  0.3057
H  0.91654  -3.60418  -0.52742  -0.3515
H  -0.81035  -3.60824  -0.36950  -0.0545
H  0.07677  -5.13475  -0.85236  0.3185
C  -4.54183  0.70267  -1.79498  -0.0060
O  -4.54240  -0.64543  -2.30464  -0.3992
C  -4.20341  -1.60356  -1.48873  0.8500
O  -3.80519  -1.58135  -0.34053  -0.4067
O  -4.31319  -2.74730  -2.17377  -0.4082
C  -3.76984  -3.94574  -1.69881  -0.4609
H  -4.86192  1.38903  -2.57276  0.3017
H  -3.45805  0.85159  -1.78859  -0.3068
H  -5.00158  0.82668  -0.82010  0.2549
H  -4.60737  -4.56524  -1.36958  0.3330
H  -3.05855  -3.93036  -0.87446  0.0740
H  -3.25358  -4.50355  -2.48260  0.2638
C  4.80401  -0.99236  5.47996  -0.8106
O  3.40310  -1.03027  5.15617  -0.2775
C  2.96238  -1.91973  4.27814  0.7762
O  3.65446  -2.49162  3.47474  -0.6259
O  1.63980  -2.02680  4.38833  -0.1001
C  1.03647  -2.81054  3.38708  -0.1082
H  5.32240  -1.89293  5.16220  0.4179
H  4.85099  -0.96383  6.56908  0.1877
H  5.28697  -0.06794  5.17318  0.2862
H  -0.04442  -2.84797  3.52244  -0.2160
H  1.24070  -3.88481  3.42703  0.3934
H  1.33106  -2.44095  2.40618  0.0631
C  0.62516  2.46043  4.89991  0.1368
O  1.90964  2.23292  5.47246  -0.4073
C  1.98632  1.60830  6.62605  0.8427
O  1.03009  1.19980  7.22814  -0.6486
O  3.27967  1.35384  6.89533  -0.1993
C  3.66492  1.36614  8.24441  -0.8104
H  0.44886  1.49226  4.42649  -0.0652
H  0.62245  3.25588  4.16304  -0.0497
H  -0.16564  2.64206  5.62586  0.3976
H  4.48000  0.69012  8.50254  0.2462
H  2.87789  1.17221  8.97450  0.3530
H  4.05416  2.36081  8.48513  0.2949
C  3.59948  -0.78765  0.90510  -0.2811
O  4.99400  -0.59066  0.87641  -0.1965
C  5.60797  -0.44221  -0.30284  0.5707
O  5.13891  -0.53363  -1.40664  -0.4083
O  6.91568  -0.35459  -0.06100  -0.3841
C  7.79133  -0.23853  -1.14445  -0.6625
H  3.32967  -0.41827  1.89150  0.0607
H  3.16518  -1.76119  0.67854  0.3123
H  3.04722  -0.13015  0.22517  0.0286
H  7.63457  -1.01099  -1.90327  0.2675
H  8.83584  -0.33849  -0.85885  0.2774
H  7.73821  0.67141  -1.74846  0.2771

Atomic forces in eV per Å
0.5 -1.4 0.0
0.2 0.9 1.8
-0.5 -0.5 -0.7
-0.2 0.6 -0.7
0.1 -0.5 0.5
0.0 0.8 -0.6
-0.1 0.4 -0.3
-0.2 -0.1 0.0
-0.3 -0.5 -0.1
0.2 0.2 -0.1
0.2 0.7 -0.9
0.1 0.7 -0.1
-0.2 0.9 -0.6
0.6 0.2 0.2
0.0 -0.6 -0.4
-0.3 -0.2 0.8
0.0 -0.6 0.2
0.0 -0.4 0.1
-0.7 -0.3 0.2
0.3 -0.5 0.5
-1.2 -1.1 1.5
0.6 -1.0 0.8
0.5 1.0 -0.9
-1.9 -0.2 0.6
0.8 0.0 -0.2
1.4 0.4 -0.7
0.4 -0.2 0.1
-0.3 0.0 -0.4
-0.1 0.8 -0.6
-0.2 0.3 -0.2
0.7 1.5 0.9
-0.7 -0.9 -0.2
-0.2 0.0 -1.6
-0.7 -1.2 2.1
0.5 0.8 -0.6
0.3 0.0 -0.5
-0.3 -0.2 0.1
0.2 -0.4 -0.4
0.4 0.4 0.4
0.1 -0.1 -0.1
1.2 -0.3 2.0
-1.0 0.3 -0.8
1.1 -0.3 0.8
-0.4 0.1 0.0
-1.1 0.0 -0.7
1.1 0.8 -1.0
-0.1 -0.1 -0.4
-0.4 0.1 -0.8
0.1 -0.1 -0.2
-0.4 -0.2 0.1
-0.4 -0.1 0.7
0.1 -0.3 0.3
-0.2 -1.4 0.8
0.3 0.2 -0.8
0.0 -0.2 0.3
-0.1 0.2 -0.2
0.1 0.1 0.0
-0.5 0.9 1.3
0.1 0.8 0.0
0.0 0.3 -0.2
0.0 0.0 0.1
0.1 -0.3 -0.8
-0.3 -0.9 -0.1
0.3 0.0 -0.5
0.6 0.6 1.7
-0.1 -0.5 -0.9
-0.1 0.2 0.5
0.0 -0.4 0.1
0.1 0.0 -1.2
0.9 -0.2 -1.0
0.0 0.1 -0.2
-0.5 0.2 0.1
-0.2 -0.3 -0.8
-0.6 -0.3 0.6
0.0 0.9 0.3
-0.3 -0.3 0.9
-0.4 0.9 -0.8
1.2 0.6 2.2
-0.9 -1.9 -1.3
-0.3 1.0 0.4
0.8 -0.3 -0.8
-0.8 0.6 0.0
-0.3 -0.2 0.2
-0.1 -0.1 0.1
0.3 -0.3 0.0
0.0 0.0 -0.2
0.0 -0.3 0.2
0.3 -0.2 -0.1
-1.2 -0.7 0.8
0.7 1.3 -0.7
0.4 -2.2 -1.4
-0.3 0.9 1.0
-0.1 0.6 -0.1
-2.0 0.1 0.3
0.5 0.0 0.2
-0.3 0.4 -0.5
-0.1 0.0 -0.1
1.4 0.1 -0.5
0.5 0.0 0.4
0.7 -0.2 0.6
-0.4 0.1 0.2
-0.2 0.4 0.6
0.5 -2.1 -0.2
0.2 0.7 0.1
0.5 1.3 0.3
-0.8 -0.4 -0.6
-0.1 0.2 -0.2
0.4 -0.1 -0.3
-0.1 0.1 0.2
0.4 -0.2 0.9
-0.1 -0.2 -0.3
-0.2 0.4 -0.5
2.3 -0.1 -0.5
-1.5 0.4 -0.2
1.0 -1.5 1.1
-0.4 0.9 -0.6
0.1 0.4 -1.2
-0.1 -1.5 0.8
-0.7 -0.4 0.1
-0.1 0.8 0.9
-0.2 -0.1 -0.1
0.1 -0.1 0.0
-0.2 0.8 0.1
-0.2 0.4 -0.5
-0.2 -0.2 0.8
0.0 0.4 0.7
0.5 -0.1 -0.6
-0.1 -0.3 0.1
0.3 0.3 0.7
-0.8 -1.3 -1.0
0.0 0.2 -0.4
-0.2 -0.1 0.0
-0.2 -0.1 -0.6
0.0 1.0 0.1
0.9 0.2 0.3
-0.3 0.0 0.0
-0.6 -1.4 -0.1
1.1 1.5 -0.1
-0.5 -1.0 -0.7
0.1 0.2 0.9
0.0 0.2 -0.2
0.4 0.7 1.7
-0.7 0.3 -0.4
0.6 0.0 0.1
0.3 0.0 0.2
-0.1 -0.3 -0.8
-0.4 -0.2 -0.5
-0.1 0.1 -0.1
-1.9 1.4 -0.1
1.0 0.0 -1.0
0.2 -1.4 0.5
-0.5 0.5 -0.2
0.3 0.7 0.9
0.7 -0.4 -2.1
-0.2 -0.5 0.1
0.9 -0.4 0.4
0.5 0.2 -0.2
-0.3 -0.3 0.3
-0.2 0.0 0.8
-0.5 0.4 0.6